{
  "formula": "C6H14NO",
  "method": "the ωB97M-V functional and the def2-TZVPD basis",
  "e_tot_ev": -9977.840,
  "gap_ev": 9.9,
  "total_charge": 1,
  "relative_energy_ev": 2.405,
  "elements": ["C", "N", "C", "C", "C", "O", "C", "C", "H", "H", "H", "H", "H", "H", "H", "H", "H", "H", "H", "H", "H", "H"],
  "coordinates": [[-0.7160, 0.9408, -1.4398], [-0.8897, 0.0981, -0.5038], [-1.8751, -0.9433, -0.7392], [-0.0124, -0.0241, 0.6935], [-0.5832, 0.9010, 1.7796], [-0.0483, -1.3653, 0.9174], [1.4662, 0.3915, 0.4384], [1.9993, -0.4944, -0.7072], [0.1477, 1.5494, -1.5193], [-1.2811, 0.8184, -2.3881], [-1.5668, -1.8143, -0.4419], [-2.1935, -0.8612, -1.7811], [-2.8549, -0.6757, -0.1363], [-1.3832, 0.2284, 1.9689], [-0.9760, 1.7855, 1.3311], [-0.0037, 1.1615, 2.6615], [0.6957, -1.5926, 1.5339], [2.1236, 0.3494, 1.2830], [1.6973, 1.4359, 0.1464], [1.5870, -0.0276, -1.5212], [3.0909, -0.3701, -0.8432], [1.5761, -1.4916, -0.7328]],
  "atomic_forces_ev_per_a": [[0.01, -1.17, -1.36], [0.44, 0.41, -1.25], [-5.22, 5.38, -0.46], [2.96, 2.97, 0.66], [-0.70, -1.44, -0.72], [0.76, -1.37, 2.04], [0.53, -0.29, -2.10], [1.11, 0.52, 1.30], [0.44, 1.00, 0.69], [0.02, 0.34, 1.01], [1.82, -4.83, 1.33], [0.26, -0.45, 0.22], [1.96, -0.56, -0.89], [-1.51, 0.21, 1.58], [-0.19, 0.73, -0.26], [0.31, -0.50, -0.24], [-1.03, 0.11, -0.74], [-0.36, -0.69, 1.21], [-0.99, -0.20, 0.03], [-0.72, 0.86, -2.67], [-0.59, -0.68, 0.26], [0.69, -0.32, 0.36]],
  "lowdin_charge": [0.20, -0.05, 0.05, -0.56, 0.04, 0.02, -0.15, -0.06, 0.11, 0.15, 0.04, 0.11, 0.17, 0.08, 0.09, 0.11, 0.18, 0.12, 0.13, 0.02, 0.11, 0.09]
}

***

{
  "formula": "C17H28N3O2PdS",
  "method": "the ωB97M-V functional and the def2-TZVPD basis",
  "e_tot_ev": -40940.759,
  "gap_ev": [7.2, 3.1],
  "total_charge": 2,
  "spin_multiplicity": 4,
  "elements": ["Pd", "C", "C", "C", "O", "H", "H", "H", "H", "H", "H", "H", "C", "S", "O", "C", "H", "H", "H", "H", "H", "H", "N", "C", "C", "C", "C", "H", "H", "H", "H", "H", "N", "C", "C", "C", "C", "H", "H", "H", "H", "H", "N", "C", "C", "C", "C", "H", "H", "H", "H", "H"],
  "coordinates": [[4.4878, -0.3498, 0.1426], [0.0477, 0.4783, 0.9567], [1.3076, -0.4606, 1.1521], [0.9522, -1.9838, 1.2077], [2.3138, -0.2573, 0.1888], [-0.3676, 0.0618, 0.0390], [0.3595, 1.5166, 0.8436], [-0.7246, 0.5067, 1.7254], [1.6625, -0.2492, 2.1608], [1.6884, -2.7130, 1.5460], [0.5005, -2.2981, 0.2668], [0.0986, -2.1247, 1.8707], [3.5681, -4.6959, 0.3443], [3.8891, -3.3239, -0.8861], [4.7860, -2.3697, -0.1279], [4.9929, -4.1586, -2.0627], [3.0918, -5.5658, -0.1081], [3.1278, -4.2672, 1.2445], [4.5060, -4.9645, 0.8304], [5.4123, -3.5582, -2.8700], [4.4104, -4.9710, -2.4973], [5.8431, -4.5521, -1.5056], [-2.0989, -1.8200, -0.8383], [-2.3117, -3.1018, -0.7118], [-3.0530, -3.4997, -1.7896], [-3.3630, -2.4100, -2.6585], [-2.7192, -1.3536, -2.0713], [-1.6961, -1.2431, -0.1137], [-2.0230, -3.6265, 0.1869], [-3.2809, -4.5238, -2.0458], [-3.9580, -2.5128, -3.5540], [-2.7469, -0.2927, -2.2714], [-2.4102, 1.8991, -0.5460], [-3.3415, 2.5363, 0.1528], [-4.0974, 3.2733, -0.6983], [-3.5892, 3.0444, -2.0093], [-2.4679, 2.2876, -1.8598], [-1.6557, 1.3983, -0.0986], [-3.4025, 2.3114, 1.2073], [-4.8600, 3.9730, -0.3896], [-3.8251, 3.5872, -2.9127], [-1.7879, 1.9140, -2.6110], [0.7327, 5.8118, 2.5837], [0.0827, 5.6527, 1.3580], [-0.3185, 4.3737, 1.0860], [0.1001, 3.6788, 2.2748], [0.6813, 4.6273, 3.2060], [0.9643, 6.6852, 3.0350], [0.0512, 6.5309, 0.7301], [-0.7628, 3.8921, 0.2274], [0.0454, 2.6230, 2.4956], [1.1580, 4.5838, 4.1741]],
  "atomic_forces_ev_per_a": [[-1.29, 0.68, 0.29], [1.00, -1.06, -0.47], [1.70, -0.81, 0.27], [-1.82, 0.81, -0.03], [-1.04, 0.55, 0.42], [-0.19, 0.58, -0.45], [0.27, -0.26, -0.61], [0.06, -0.62, 0.41], [0.28, 0.27, 0.39], [0.35, 0.61, -0.25], [0.59, -0.12, -0.60], [-0.15, 0.04, 0.68], [1.35, 0.67, -0.02], [-0.18, -0.47, 0.17], [0.45, -0.90, 0.03], [0.08, -0.67, 0.59], [-0.20, 0.29, 0.16], [-1.02, 0.19, -0.62], [0.56, -0.32, -0.78], [-0.56, 0.54, 0.26], [0.05, -0.09, -0.01], [-0.10, -0.14, 0.10], [-0.34, 1.18, -0.99], [0.90, 0.98, 2.05], [-2.02, -1.30, -3.97], [0.76, -1.84, 1.51], [0.01, 0.47, 1.52], [0.16, 0.19, -0.18], [0.13, -0.19, -0.16], [-0.19, -0.04, 0.29], [0.21, 0.40, 0.02], [0.22, 0.03, -0.12], [2.08, -0.89, -0.63], [-1.06, 0.06, 1.57], [-0.69, 0.65, -0.16], [0.48, 1.33, 0.16], [-0.07, -1.06, -0.62], [-0.09, 0.07, -0.38], [-0.26, 0.39, 0.04], [-0.19, -0.27, -0.21], [-0.32, -0.23, 0.05], [0.12, 0.07, 0.15], [-1.25, -1.29, -0.21], [0.62, 2.43, -0.82], [1.16, -2.06, 3.13], [-0.56, 0.41, -0.78], [0.61, 0.78, -0.81], [0.11, 0.12, -0.23], [-0.25, -0.04, -0.15], [-0.05, 0.47, -0.09], [-0.12, 0.13, -0.04], [-0.31, -0.68, 0.14]],
  "lowdin_spin": [0.85, 0.01, 0.01, 0.00, 0.07, 0.00, 0.00, 0.00, 0.00, 0.00, 0.00, 0.00, 0.00, 0.00, 0.05, 0.00, 0.00, 0.00, 0.00, 0.00, 0.00, 0.00, 0.10, 0.27, 0.27, 0.01, 0.32, 0.00, 0.01, 0.01, 0.00, 0.01, 0.00, 0.00, 0.00, 0.00, 0.00, 0.00, 0.00, 0.00, 0.00, 0.00, 0.06, 0.30, 0.03, 0.24, 0.33, 0.00, 0.01, 0.00, 0.01, 0.01]
}